(1)
# C4H3O4

An isolated ion of composition C4H3O4 and charge -1 (the ωB97M-V functional and the def2-TZVPD basis, the Open Molecules 2025 dataset).

Spin multiplicity: 1
Maximum force, eV/A: 4.18
HOMO, eV: -3.27
Net charge: -1
Energy relative to the best compared isomer or geometry (same formula, charge and spin), kcal/mol: 18.7

Each line ends with the Löwdin charge.
Geometry (Å):
C 0.20801 -0.07357 -0.07816  -0.344
C -0.29623 -1.30513 0.12140  -0.199
C -1.98775 0.70455 -0.05025  -0.755
C 1.70601 0.20254 -0.02053  -0.032
O -0.37170 -2.47983 0.18177  0.083
O -2.68733 1.67166 0.15055  0.011
O -0.59274 1.00387 0.04283  0.011
O -2.26261 -0.48451 -0.23419  0.031
H 2.11084 -0.44988 -0.81056  0.073
H 2.13799 -0.10792 0.82430  0.005
H 2.03551 1.31822 -0.12716  0.116

(2)
# C4H2O

The molecule C4H2O (the ωB97M-V functional and the def2-TZVPD basis, the Open Molecules 2025 dataset).

Spin multiplicity: 1
Maximum force, eV/A: 6.75
HOMO, eV: -10.04
Net charge: 0
Energy relative to the best compared isomer or geometry (same formula, charge and spin), kcal/mol: 94.4

Each line ends with the Löwdin charge.
Geometry (Å):
C -0.54534 -1.21383 0.12631  -0.239
C -0.51603 -2.28409 -0.58643  0.125
C 0.48773 0.83356 -0.33702  -0.219
C -0.24461 -0.09981 0.78104  0.031
O -0.25315 1.74023 -0.62314  0.028
H -0.55193 0.24470 1.67427  0.067
H 1.62333 0.77924 -1.03504  0.207

(3)
# H12O7Tl

H12O7Tl as an isolated structure (the ωB97M-V functional and the def2-TZVPD basis, the Open Molecules 2025 dataset).

Spin multiplicity: 1
Maximum force, eV/A: 3.84
HOMO, eV: -13.58
Net charge: +1

Each line ends with the Löwdin charge.
Geometry (Å):
Tl 0.03701 0.02537 -0.16972  0.931
O -0.34463 -1.90429 -0.60473  -0.304
H -0.04052 -2.43769 0.19423  0.026
O 0.04375 1.98660 0.19016  -0.309
H -0.21097 2.63711 0.83799  -0.004
O -1.52566 0.50670 -1.70723  -0.044
H -2.40068 0.83529 -1.46191  0.097
H -1.27850 0.78512 -2.59292  0.088
O 2.41320 -0.63357 0.19386  -0.020
H 3.02982 0.01885 0.51047  0.086
H 2.61223 -1.34880 0.75747  0.057
O 1.16092 0.14640 -2.06012  -0.072
H 1.81274 -0.60591 -2.12849  0.116
H 1.01766 0.46219 -2.97905  0.118
O 0.38167 -0.43319 2.08964  -0.066
H 0.56515 0.25005 2.73114  0.085
H -0.44707 -0.76373 2.49129  0.089
O -1.96382 0.13839 0.96053  -0.013
H -2.51905 -0.50292 1.34133  0.080
H -2.34325 0.83802 1.40603  0.057

(4)
# C2HBr2ClO

C2HBr2ClO as an isolated structure (the ωB97M-V functional and the def2-TZVPD basis, the Open Molecules 2025 dataset).

Spin multiplicity: 1
Maximum force, eV/A: 7.47
HOMO, eV: -8.67
Net charge: 0
Energy relative to the best compared isomer or geometry (same formula, charge and spin), kcal/mol: 60.5

Each line ends with the Löwdin charge.
Geometry (Å):
C 1.30008 0.39800 -0.39416  -0.437
C -0.05161 0.35257 -0.47032  -1.428
O 2.32549 0.07840 -0.04821  0.215
Cl -0.67151 -1.28593 1.71413  0.487
Br -1.02671 1.79781 0.17890  0.726
Br -0.40762 -0.46432 -1.99842  0.825
H -1.46811 -0.87653 1.01808  -0.389

(5)
# C32H31CrN4O3S3Se

C32H31CrN4O3S3Se as an isolated structure (the ωB97M-V functional and the def2-TZVPD basis, the Open Molecules 2025 dataset).

Spin multiplicity: 4
Maximum force, eV/A: 4.90
HOMO (spin up / spin down), eV: -2.11 / -2.11
Net charge: -2
Energy relative to the best compared isomer or geometry (same formula, charge and spin), kcal/mol: 47.9

Each line ends with the Löwdin spin population.
Geometry (Å):
Cr 0.64652 -1.63436 0.03047  3.057
C -3.69810 -1.36046 4.00555  0.000
C -2.12527 -1.34295 4.00516  0.000
N -1.39736 -0.16357 3.56883  0.000
C -0.79151 0.59467 4.63132  0.000
C -1.65625 1.72366 5.23208  0.000
C -1.00682 0.00961 2.30518  0.002
S -1.56768 -0.94023 1.00010  -0.004
N -0.27333 1.12546 2.00969  0.005
C 0.49189 1.24203 0.94613  0.005
O 1.08518 0.35621 0.25193  0.019
C 0.83454 2.63233 0.53091  -0.001
C 0.38554 3.75850 1.24528  0.000
C 0.68006 4.99759 0.80677  0.000
C 1.29436 5.20268 -0.44384  0.000
C 1.68090 4.12809 -1.15215  0.000
C 1.39423 2.83218 -0.71193  0.001
H -4.06946 -0.67947 4.70136  0.000
H -3.98324 -2.39598 4.29934  0.000
H -4.05501 -1.01823 2.99479  0.000
H -1.75287 -2.09486 3.28574  0.000
H -1.79673 -1.61784 5.06155  0.000
H 0.04042 1.15916 4.17278  0.000
H -0.28363 -0.10132 5.29792  0.000
H -1.82207 2.50677 4.46200  0.000
H -1.10452 2.23239 6.01286  0.000
H -2.58842 1.44995 5.68820  0.000
H -0.19126 3.65576 2.19756  0.000
H 0.42234 5.83376 1.44366  0.000
H 1.45115 6.25401 -0.71293  0.000
H 2.11377 4.23992 -2.12283  0.000
H 1.68257 1.95654 -1.20869  0.000
S 2.43394 -2.62466 -1.12404  -0.050
C 1.52696 -4.09014 -1.14309  0.008
S 0.14112 -3.94192 -0.21080  -0.046
C 1.91362 -5.20788 -1.83231  0.007
C 1.00883 -6.38533 -1.69473  -0.001
N 0.23225 -7.20538 -1.71172  0.000
C 3.18369 -5.45860 -2.39932  0.000
N 4.15310 -5.98822 -2.77745  0.004
C -3.70405 -0.26816 -6.90333  0.000
C -2.69795 -0.30685 -5.81959  0.000
C -2.58466 0.75253 -4.89324  0.000
C -1.64948 0.76102 -3.81697  0.000
C -1.63019 1.82645 -2.85205  0.000
C -0.79639 -0.31832 -3.74783  -0.001
C -0.89696 -1.41447 -4.63554  0.000
C 0.14937 -2.59333 -4.53814  0.001
C -1.83247 -1.35085 -5.73956  0.000
C 0.19111 -0.37537 -2.59091  0.006
O 1.12095 0.39353 -2.62625  0.010
O -0.19104 -1.16807 -1.65819  0.014
H -4.34306 -1.26718 -6.90022  0.000
H -3.11683 -0.29724 -7.86984  0.000
H -4.39204 0.53218 -6.83373  0.000
H -3.35616 1.56915 -5.10246  0.000
H -2.24045 2.69154 -3.07608  0.000
H -0.59187 2.10239 -2.67691  0.000
H -1.93499 1.43331 -1.87978  0.000
H 1.11402 -2.16228 -4.73291  0.000
H -0.12646 -3.29501 -5.32197  0.000
H 0.14560 -2.98845 -3.48436  0.001
H -2.10767 -2.24255 -6.35814  0.000
Se 1.75143 -2.14300 2.38439  -0.030
C 2.81219 -0.66845 2.96244  -0.004
C 3.47664 0.26301 2.27651  0.000
C 4.18455 1.31825 2.86068  0.000
C 4.17663 1.46576 4.20873  0.000
C 3.45119 0.54293 4.98295  0.000
C 2.74080 -0.46530 4.32526  -0.002
H 3.43033 0.15358 1.21141  0.000
H 4.46152 2.14394 2.18270  0.000
H 4.73175 2.25249 4.70056  0.000
H 3.52834 0.55343 6.09212  0.000
H 2.09283 -1.07048 4.92893  -0.001

(6)
# C27H27ClF32I2NO5

C27H27ClF32I2NO5 as an isolated structure (the ωB97M-V functional and the def2-TZVPD basis, the Open Molecules 2025 dataset).

Spin multiplicity: 1
Maximum force, eV/A: 0.91
HOMO, eV: -12.16
Net charge: +1

Each line ends with the Löwdin charge.
Geometry (Å):
C -4.53996 -0.77513 -3.19748  -0.169
C -5.14376 0.55246 -2.84351  -0.829
I -7.23365 0.43991 -2.75078  0.950
C -4.43840 1.67724 -2.60450  -0.733
I -5.39669 3.46812 -2.05610  0.982
C -2.93282 1.60466 -2.67553  -0.331
N -2.42848 1.35493 -4.06193  0.092
C -0.92170 1.40119 -4.21198  -0.057
C -0.12719 1.83605 -2.96330  -0.137
O -0.85313 2.39871 -1.88123  -0.097
C -2.13121 2.80301 -2.16078  -0.707
Cl -2.20087 4.18761 -3.28542  0.723
H -5.14085 -1.60206 -2.84811  0.060
H -4.46377 -0.83737 -4.28544  0.090
H -3.53358 -0.88678 -2.80369  0.076
H -2.61640 0.77089 -2.05732  0.158
H -2.83510 2.08670 -4.65554  0.160
H -2.76961 0.47603 -4.45216  0.158
H -0.69251 2.00543 -5.07839  0.131
H -0.59978 0.39946 -4.47128  0.136
H 0.65430 2.51455 -3.29165  0.137
H 0.39162 0.96967 -2.56807  0.121
H -2.57168 3.11607 -1.22303  0.078
C -3.46755 1.32057 1.07887  -0.045
C -3.56893 1.92866 2.48504  -0.434
C -2.88189 1.18274 3.63054  -0.293
F -3.37167 -0.06033 3.78889  0.101
F -3.10238 1.85618 4.78447  0.097
F -4.86399 2.16196 2.77993  0.145
F -2.94729 3.14030 2.41016  0.111
O -4.54865 0.53606 0.60114  0.026
C -4.65375 -0.80704 0.88946  -0.519
C -5.87286 -1.13171 1.76031  -0.283
F -5.85269 -0.41380 2.89565  0.114
F -5.83740 -2.44437 2.07424  0.112
F -3.50927 -1.29079 1.40627  0.156
F -4.84698 -1.43797 -0.29923  0.118
H -3.46954 2.18427 0.41420  0.105
H -2.50833 0.82216 0.92733  0.149
H -1.80144 1.12500 3.46715  0.178
H -6.79202 -0.90977 1.21192  0.176
C 3.26951 -3.29267 -0.15659  -0.036
C 2.46580 -2.40201 0.80727  -0.443
C 0.98858 -2.14968 0.48590  -0.294
F 0.81514 -1.53531 -0.70935  0.073
F 0.46203 -1.33784 1.43436  0.090
F 3.10842 -1.22970 0.99484  0.136
F 2.45649 -3.05189 2.00336  0.112
O 4.07704 -2.67366 -1.14496  0.057
C 3.56013 -2.26222 -2.34780  -0.534
C 3.61940 -0.73979 -2.50573  -0.271
F 2.99818 -0.12022 -1.47761  0.091
F 2.96298 -0.39005 -3.64150  0.085
F 2.30348 -2.73350 -2.53789  0.134
F 4.32394 -2.79576 -3.32240  0.149
H 3.99380 -3.79872 0.47899  0.153
H 2.64650 -4.07903 -0.58333  0.148
H 0.43115 -3.08979 0.48787  0.175
H 4.64949 -0.39478 -2.55434  0.162
C -0.68308 -0.86455 8.97862  -0.043
C -0.67033 -0.04899 10.28049  -0.443
C -1.62743 -0.47113 11.39775  -0.305
F -2.91570 -0.41516 11.00417  0.097
F -1.47248 0.37513 12.44173  0.100
F -0.82690 1.26205 9.99641  0.134
F 0.58110 -0.19926 10.80250  0.103
O -1.43656 -0.37989 7.87893  0.045
C -2.78013 -0.64293 7.74310  -0.530
C -3.63413 0.62782 7.84039  -0.282
F -3.39260 1.28105 8.99310  0.104
F -4.94320 0.28360 7.81418  0.102
F -3.18969 -1.59144 8.60950  0.149
F -2.94971 -1.15078 6.49784  0.134
H 0.34373 -0.81810 8.62017  0.148
H -0.88607 -1.91856 9.16910  0.147
H -1.39743 -1.48575 11.73555  0.174
H -3.42368 1.29643 7.00616  0.153
C 8.23331 0.52616 -6.41586  -0.039
C 7.64338 0.18359 -5.04019  -0.440
C 6.95553 -1.17146 -4.87659  -0.286
F 5.90337 -1.31220 -5.70627  0.098
F 6.48652 -1.26467 -3.60361  0.077
F 6.81585 1.17534 -4.63369  0.127
F 8.69216 0.15920 -4.17206  0.111
O 7.46792 1.32650 -7.30021  0.052
C 6.51492 0.78843 -8.13122  -0.540
C 5.10572 1.28493 -7.78705  -0.281
F 4.79557 1.03632 -6.49703  0.090
F 4.20483 0.64196 -8.56604  0.098
F 6.57798 -0.55776 -8.17068  0.150
F 6.77617 1.23765 -9.37742  0.150
H 9.09730 1.15007 -6.19413  0.152
H 8.62530 -0.36067 -6.91442  0.150
H 7.65939 -1.98968 -5.04715  0.178
H 5.03891 2.35991 -7.96626  0.175